(1)
This record from the OMol25 dataset describes a 12-piece molecular cluster, C43H68F4O14S5 overall at a distorted geometry. The level of theory is ωB97M-V/def2-TZVPD.

Total energy ... -139395.436 eV
Charge ... 0
Largest force on an atom ... 0.09100 hartree/bohr
Kohn-Sham gap ... 8.98 eV
E_HOMO ... -9.0 eV
Lowest unoccupied orbital energy ... -0.02 eV

Last column: Löwdin charge in e.
CARTESIAN COORDINATES (ANGSTROEM)
S -0.639 -0.063 0.230  0.83
S 1.387 -8.740 -0.321  0.82
S -3.412 -3.070 -8.773  0.86
S 8.727 1.019 -1.090  0.84
S -2.360 6.539 8.842  0.83
F -2.357 7.233 -9.342  0.03
F 3.896 6.140 -0.528  0.09
F -5.646 -3.602 -0.806  0.00
F -3.970 -2.611 6.953  0.06
O -1.127 5.819 9.356  -0.59
O 7.036 -5.268 3.231  0.00
O -4.632 4.534 2.442  0.01
O 9.968 0.148 -1.186  -0.59
O 5.006 -4.270 2.732  0.07
O -5.485 3.683 4.216  -0.01
O 5.625 -4.624 -5.362  -0.03
O 5.823 -4.591 4.874  -0.03
O 3.456 -5.036 -4.632  0.11
O 1.760 -10.168 -0.593  -0.58
O -6.852 4.595 2.552  0.10
O -4.550 -2.914 -7.747  -0.61
O -0.206 0.791 -0.963  -0.60
O 4.151 -3.095 -5.672  -0.01
C -2.082 6.221 -8.444  -0.23
C -2.199 8.170 9.696  -0.25
C -1.044 -1.035 8.327  -0.11
C -7.610 -1.829 1.711  -0.09
C -5.776 4.212 2.987  -0.57
C -6.603 -1.414 -0.925  -0.01
C -2.672 4.114 -7.413  -0.10
C -0.803 6.126 -7.838  -0.02
C 4.364 9.091 -2.620  -0.08
C -6.501 -2.651 -0.240  -0.21
C -7.039 -2.894 1.038  -0.02
C 1.118 -8.586 1.522  -0.26
C 3.010 9.493 -2.729  -0.11
C -4.561 5.084 1.128  -0.03
C 5.901 -4.636 3.523  -0.57
C -7.377 -0.471 -0.286  -0.10
C -3.002 5.211 -8.203  -0.02
C 4.646 -4.000 5.515  -0.01
C -2.399 -4.470 -8.136  -0.28
C -2.675 -3.287 8.779  -0.01
C 4.282 -4.340 -5.211  -0.55
C 3.612 7.246 -1.171  -0.30
C -0.495 5.074 -6.985  -0.07
C 7.722 0.668 -2.598  -0.26
C 7.307 -5.780 1.855  0.00
C -1.910 7.170 7.157  -0.27
C 6.005 -6.017 -5.193  -0.04
C -7.918 -0.688 0.988  -0.10
C 0.624 0.195 1.621  -0.23
C -1.533 -3.093 9.572  -0.06
C -1.455 4.049 -6.809  -0.10
C -6.503 3.265 5.126  -0.05
C -2.937 -2.351 7.763  -0.28
C -2.174 -1.196 7.576  -0.03
C 3.128 -2.170 -5.288  -0.03
C -0.133 -1.828 -0.159  -0.25
C 2.307 7.745 -1.301  -0.03
C 1.942 8.883 -2.044  -0.07
C 4.663 7.980 -1.810  -0.01
C 7.718 0.020 0.096  -0.26
C -4.279 -4.112 -10.114  -0.24
C -0.421 -8.683 -0.844  -0.24
C -0.687 -1.950 9.320  -0.08
H 5.895 -6.312 -4.149  0.09
H 5.690 7.657 -1.715  0.10
H 2.705 10.273 -3.410  0.09
H -3.879 5.901 0.895  0.10
H -1.288 3.171 -6.202  0.10
H 6.731 1.120 -2.570  0.05
H -1.585 -4.475 -8.861  0.04
H -0.595 -8.978 -1.879  0.05
H 5.409 -6.718 -5.778  0.09
H 7.052 -6.162 -5.457  0.09
H -7.483 0.507 -0.730  0.10
H 5.054 9.567 -3.300  0.10
H -1.807 6.383 6.409  0.05
H -6.163 -1.244 -1.897  0.12
H -0.307 -2.470 0.705  0.04
H 1.655 7.172 -0.658  0.11
H 0.951 -1.830 -0.267  0.04
H 7.697 -0.407 -2.774  0.05
H -7.847 -1.891 2.763  0.10
H 4.659 -4.190 6.589  0.09
H -7.270 2.673 4.626  0.09
H 0.463 -0.584 2.365  0.04
H -4.858 -3.430 -10.737  0.04
H -1.172 8.497 9.539  0.05
H -0.600 -2.285 -1.032  0.05
H 7.316 -5.049 1.046  0.08
H 1.564 0.138 1.071  0.05
H -8.462 0.139 1.421  0.10
H 8.195 1.147 -3.455  0.04
H 2.359 -1.924 -6.020  0.09
H -2.532 8.014 6.861  0.04
H 2.620 -2.475 -4.373  0.09
H -2.926 -5.424 -8.152  0.05
H -5.554 5.438 0.854  0.09
H -2.412 7.913 10.734  0.05
H -3.996 5.192 -8.627  0.11
H -3.292 -4.173 8.811  0.11
H 0.901 9.130 -2.192  0.10
H 7.509 -0.976 -0.295  0.05
H 6.536 -6.447 1.470  0.09
H 0.422 1.132 2.139  0.04
H 0.113 -1.799 10.029  0.09
H 3.761 -4.399 5.022  0.09
H 4.668 -2.928 5.315  0.09
H -4.400 4.260 0.432  0.10
H 2.131 -8.553 1.923  0.04
H -0.298 -0.284 8.116  0.10
H 0.562 -9.420 1.950  0.05
H -1.203 -3.780 10.337  0.09
H 0.533 4.984 -6.665  0.10
H -2.879 8.839 9.168  0.04
H -6.180 2.604 5.930  0.09
H -4.986 -4.852 -9.740  0.05
H -3.362 3.305 -7.222  0.11
H -2.405 -0.451 6.829  0.11
H 3.636 -1.240 -5.031  0.09
H 6.742 0.497 0.180  0.04
H -0.933 -7.750 -0.610  0.04
H 8.291 -6.248 1.862  0.09
H -0.887 7.548 7.174  0.05
H 0.676 -7.632 1.811  0.04
H -7.128 4.070 5.513  0.09
H 8.130 -0.109 1.097  0.05
H -6.760 -3.800 1.556  0.11
H -1.924 -4.279 -7.174  0.05
H -3.546 -4.703 -10.664  0.04
H -0.828 -9.432 -0.164  0.04
H -0.037 6.845 -8.087  0.11

=====

(2)
This record from the OMol25 dataset describes C36H24NiO29PV as an isolated structure at a distorted geometry. The level of theory is ωB97M-V/def2-TZVPD.

Multiplicity ... 4
Total energy ... -173108.889 eV
Charge ... +1
Largest force on an atom ... 0.09815 hartree/bohr
Kohn-Sham gap (alpha / beta) ... 6.49 / 6.43 eV
E_HOMO (alpha / beta) ... -11.4 / -11.4 eV
Lowest unoccupied orbital energy (alpha / beta) ... -4.95 / -5.02 eV

Last column: Löwdin spin population.
CARTESIAN COORDINATES (ANGSTROEM)
Ni -2.342 -0.574 -1.825  1.76
V 1.227 1.043 -2.160  1.17
P -0.511 0.644 -0.525  0.01
O 1.055 -2.362 -0.214  0.00
O 7.573 0.376 2.092  0.00
O 0.283 4.221 0.102  0.00
O -1.379 -3.883 3.227  0.00
O -2.886 -1.390 6.714  0.00
O -6.963 3.273 -4.445  0.00
O 3.793 -5.013 -4.273  0.00
O -1.386 -6.692 2.483  0.00
O -4.413 -3.291 5.569  0.00
O 0.887 0.148 -0.285  0.01
O -0.570 0.044 -1.980  0.07
O -4.100 -1.023 1.469  0.00
O 1.028 1.541 -3.634  -0.21
O -2.153 -2.608 -1.211  0.03
O 2.219 -6.334 -2.419  0.00
O -3.071 1.301 -2.731  0.02
O 1.956 0.273 1.955  0.00
O 2.013 3.225 -1.822  0.02
O -1.968 -5.195 -2.031  0.00
O -1.859 0.066 -0.103  0.07
O 4.718 7.136 -1.185  0.00
O -6.232 5.686 -3.144  0.00
O -1.772 0.441 2.543  0.00
O 2.158 -0.932 -2.436  0.01
O 3.123 7.898 0.896  0.00
O 6.041 0.048 4.374  0.00
O 3.590 0.546 -0.424  0.00
O -0.387 2.031 -1.097  0.00
O -2.174 3.704 -1.714  0.00
C 6.220 0.330 1.995  0.00
C -2.976 -1.444 5.483  0.00
C 3.675 6.314 -0.904  0.00
C -2.246 -0.565 4.589  0.00
C -5.773 3.381 -3.791  0.00
C 2.848 6.842 0.217  0.00
C 1.601 -4.343 -1.358  0.00
C 5.507 0.200 3.266  0.00
C 3.089 -2.960 -3.327  0.00
C 3.029 -4.298 -3.370  0.00
C -1.767 -5.989 0.193  0.00
C 4.109 0.461 0.676  0.00
C -1.568 -4.324 1.963  0.00
C 1.702 5.999 0.483  0.00
C 2.316 -2.163 -2.364  0.00
C -5.489 4.714 -3.177  0.00
C -2.527 -0.452 3.269  0.00
C -4.863 2.431 -3.733  0.00
C -1.856 -4.987 -0.707  0.00
C -1.664 -3.329 1.066  0.00
C -3.969 -2.306 4.799  0.00
C -3.346 3.676 -2.341  0.00
C -3.647 2.356 -2.937  0.00
C 2.303 -5.097 -2.360  0.00
C 1.554 -3.022 -1.329  0.00
C -1.615 -5.793 1.692  0.00
C -4.208 4.707 -2.400  0.00
C 5.584 0.471 0.850  0.00
C 1.398 4.890 -0.149  0.00
C -3.660 -1.289 2.603  0.00
C -1.893 -3.515 -0.351  0.00
C 3.369 0.261 1.977  0.00
C -4.287 -2.289 3.487  0.00
C 3.421 5.135 -1.543  0.00
C 4.110 0.156 3.124  0.00
C 2.302 4.306 -1.204  0.00
H -3.943 -3.320 6.405  0.00
H -1.770 -6.123 -2.172  0.00
H 0.918 6.331 1.148  0.00
H 1.183 -4.846 -0.498  0.00
H -1.478 0.130 4.897  0.00
H 1.746 0.292 1.019  0.00
H 6.215 0.600 -0.016  0.00
H 7.862 0.422 3.006  0.00
H 3.748 -5.972 -4.240  0.00
H 4.726 7.861 -0.556  0.00
H 0.115 3.463 -0.463  0.00
H -1.971 0.390 1.605  0.00
H 3.609 -2.476 -4.141  0.00
H -1.839 -7.033 -0.074  0.00
H -3.886 5.516 -1.761  0.00
H -1.715 2.872 -1.575  0.00
H -5.133 1.549 -4.294  0.00
H -1.549 -2.311 1.408  0.00
H -1.158 -4.620 3.801  0.00
H -5.019 -3.003 3.141  0.00
H 4.070 4.931 -2.382  0.00
H 3.489 -0.027 3.989  0.00
H 1.009 -1.409 -0.326  0.00
H -7.514 3.966 -4.076  0.00

=====

(3)
This record from the OMol25 dataset describes C29H25ClIN6O6Ti as an isolated structure. The level of theory is ωB97M-V/def2-TZVPD.

Total energy ... -95447.834 eV
Charge ... -1
ΔE to the lowest compared entry with this formula, charge and spin ... 0.0 kJ/mol
Largest force on an atom ... 0.01801 hartree/bohr
Kohn-Sham gap (alpha / beta) ... 4.84 / 4.84 eV
E_HOMO (alpha / beta) ... -2.7 / -2.7 eV
Lowest unoccupied orbital energy (alpha / beta) ... 2.13 / 2.13 eV

Last column: natural (NBO) charge in e.
CARTESIAN COORDINATES (ANGSTROEM)
I 2.801 -0.997 -1.412  0.31
Ti 0.278 -0.077 0.236  1.76
Cl -1.529 -0.500 3.429  0.03
O -2.223 -4.266 -4.533  -0.61
O 1.125 0.691 1.622  -0.75
O -0.892 -4.052 -0.240  -0.66
O -0.421 5.640 0.050  -0.74
O -0.296 -2.020 0.470  -0.76
O -1.797 -5.022 -2.492  -0.68
N -0.963 -0.570 -3.061  -0.31
N 1.324 3.529 3.853  -0.55
N 2.812 -4.212 2.444  -0.52
N 2.308 -2.188 1.745  -0.46
N -0.663 -0.935 -1.811  -0.28
N 0.899 1.442 -0.866  -0.74
C 0.959 3.005 1.045  -0.07
C 3.613 -2.208 2.174  -0.10
C 1.123 1.374 -2.222  0.12
C -3.582 -0.689 0.012  -0.17
C 3.947 -3.455 2.615  -0.13
C -0.951 -2.221 -1.738  0.06
C -1.411 -1.598 -3.791  0.04
C 1.548 1.077 -5.018  -0.27
C 1.151 1.988 2.033  0.16
C 0.775 2.118 -4.521  -0.23
C 0.571 2.273 -3.158  -0.24
C 1.934 0.351 -2.761  -0.17
C -1.426 -2.707 -2.972  -0.26
C 0.763 2.736 -0.293  -0.24
C -1.865 -4.059 -3.397  0.79
C 0.975 4.336 1.593  -0.19
C -3.608 -1.925 2.477  -0.22
C -2.696 -0.918 2.202  -0.03
C -4.492 -1.700 0.264  -0.23
C -0.706 -2.844 -0.409  0.81
C 1.154 4.500 2.947  0.05
C -2.649 -0.264 0.969  -0.04
C 1.855 -3.403 1.919  0.18
C 1.501 1.172 4.381  -0.64
C 0.860 5.524 0.700  -0.08
C -4.512 -2.324 1.506  -0.24
C -1.627 0.742 0.640  -0.89
C 2.133 0.192 -4.119  -0.24
C 1.318 2.272 3.375  0.19
H -1.043 5.150 0.596  0.47
H 1.596 5.471 -0.110  0.17
H 0.576 3.545 -0.982  0.20
H -3.590 -2.399 3.450  0.22
H -1.688 -1.498 -4.826  0.24
H -1.417 1.449 1.447  0.25
H 0.858 -3.738 1.678  0.23
H -5.215 -3.119 1.716  0.21
H 0.316 2.825 -5.202  0.21
H 4.854 -3.864 3.025  0.21
H 0.675 1.193 5.096  0.21
H 1.171 5.518 3.336  0.17
H -1.469 -4.688 -1.604  0.51
H 1.708 0.959 -6.081  0.21
H -1.886 1.296 -0.267  0.22
H -3.570 -0.203 -0.958  0.20
H -5.187 -2.004 -0.509  0.21
H 1.051 6.436 1.275  0.16
H -0.744 0.372 -3.363  0.45
H 1.544 0.193 3.909  0.23
H 4.224 -1.320 2.153  0.21
H -0.056 3.080 -2.802  0.23
H 2.750 -0.621 -4.477  0.22
H 2.705 -5.185 2.666  0.41
H 2.418 1.348 4.946  0.21